Record 1
# C31H66N2O10

6 unconnected molecules or ions with the total composition C31H66N2O10 at a distorted geometry (ωB97M-V with the def2-TZVPD basis set, the OMol25 dataset).

```
109
C31H66N2O10 (ωB97M-V with the def2-TZVPD basis set)
H -8.5005 -3.8288 -2.5258
H 8.9518 4.3911 -4.6150
C 1.1112 1.0445 1.1282
H -5.2388 -5.1039 2.1338
H 2.0855 0.0230 3.0843
H -0.8953 -1.1115 1.1098
C 8.8470 4.0332 -3.5322
H -2.1519 -0.7350 2.3045
C 3.7421 4.6680 -4.3781
H -6.5616 -8.6451 5.1295
H 0.7889 -2.5954 2.0955
H 0.2810 1.1124 1.8358
C 2.7639 2.0918 -3.2168
H -3.0863 -5.2670 3.2075
C 1.9649 -0.7872 2.3572
H 2.6666 4.8706 -4.0103
H 12.0105 9.1467 -5.8748
O -6.8157 -3.9286 3.9520
C 4.8287 5.0794 -2.0758
O -4.0972 -3.5014 2.8341
C -6.8261 -6.8964 8.4696
C -5.2199 -4.0089 2.1126
H -6.4137 -9.6016 7.3819
C 6.2172 3.8139 -3.8955
H -9.9944 -5.4295 -1.4235
H 11.8348 7.7633 -3.1166
H 6.3201 4.3308 -4.9299
H 8.3253 7.8358 -5.0613
H -11.1613 -2.9320 -0.0396
H 11.6980 10.1813 -7.3023
H -11.7088 -4.9906 -1.3596
H -9.2763 -3.1697 -3.9790
H 1.9544 2.7041 -3.7405
O 10.2530 7.7671 -4.4140
O 1.6395 -0.2731 1.0660
C 11.6735 10.1312 -6.2091
C -10.4747 -3.7838 -0.0887
H -4.3537 -4.8536 4.4033
N 3.5094 3.0599 -6.6423
O -10.5860 -3.7558 -2.5227
H 9.8045 8.7545 -6.8635
C 9.9192 4.8875 -2.6367
H 1.2668 -2.2456 3.7646
H 2.9273 -1.2995 2.2606
H -7.3447 -3.7527 1.9948
H -5.8337 -7.3434 8.5708
H 1.8998 1.7493 1.4110
H -9.3270 -4.9195 -3.6789
H 7.3564 4.0353 -1.8725
H 3.9682 2.8445 -1.4696
H -4.7479 -10.1092 7.7224
H 10.2712 8.1889 -2.3897
H 2.2825 0.1450 -2.0754
C 7.3658 4.4403 -2.9618
C 4.1389 2.6425 -2.6037
O -4.8979 -8.5665 6.3895
H 8.5153 9.8691 -6.3820
H 0.7449 1.3127 0.1349
H 4.9752 1.8394 -2.6389
H -5.5350 -2.5650 4.8781
H 4.1851 5.7206 -4.5963
H -10.6778 -4.4306 0.7705
H 10.8765 5.1072 -3.2406
O -9.1178 -3.3558 0.0283
H -2.8259 -3.9513 4.3710
H -9.4125 -1.3646 0.5043
C -3.5734 -4.4514 3.7517
C 4.7052 3.9914 -3.2826
H -5.0957 -3.6940 1.0717
C 2.4897 0.6597 -3.0863
C -6.5257 -3.4300 2.6454
H 9.0413 2.8943 -3.4286
H -6.6444 -3.4587 5.9358
H -5.7204 -6.0192 6.5129
O -7.3692 -7.1170 7.1757
C -6.4717 -6.7226 6.1375
H 7.3618 5.6018 -2.9810
H -7.8909 -1.7579 -0.3219
H -7.2767 -2.1545 4.9086
C 0.9211 -1.7933 2.8296
C -8.9598 -1.9780 -0.2812
H 11.1423 9.3693 -3.4147
C -5.8104 -7.9346 5.4908
H 8.7691 9.1730 -3.9880
C 9.4362 9.3827 -6.0454
H 9.4116 5.8838 -2.3538
C -5.4269 -9.7637 6.9406
H -7.0701 -6.2048 5.3816
C -10.6916 -4.5867 -1.3666
O 10.3644 10.4226 -5.7399
H 10.1421 4.2906 -1.6707
H 6.3836 2.6857 -4.0902
H -6.5016 -2.3349 2.6390
H -9.4039 -1.7298 -1.2485
H 2.4102 -0.0136 -4.0287
C -1.2877 -1.3686 2.0973
C -6.5470 -2.9689 4.9649
H -1.6109 -2.4143 2.1065
C -9.3520 -3.9337 -3.2031
C 10.9044 8.3117 -3.2745
H -7.4920 -7.3570 9.2022
H -5.2236 -7.5974 4.6303
N 4.9550 5.8720 -1.1659
H 12.3543 10.8862 -5.8110
C 9.1227 8.5434 -4.8116
H -5.4901 -10.5349 6.1659
O -0.3213 -1.1521 3.1167
H -6.7727 -5.8221 8.6739
C 3.7695 3.9123 -5.8129
```

Summary:
Energy, Ha: -2082.17877
SMILES string: C=CC[C@](C#N)(CC#N)CCCC.COCCOC.COCCOC.COCCOC.COCCOC.COCCOC
E_HOMO, eV: -8.066
E_LUMO, eV: -0.27

Record 2
# C31H67BIN2O8Si

3 unconnected molecules or ions with the total composition C31H67BIN2O8Si at a distorted geometry (ωB97M-V with the def2-TZVPD basis set, the OMol25 dataset).

```
111
C31H67BIN2O8Si (ωB97M-V with the def2-TZVPD basis set)
H -1.7605 1.0421 -0.5478
C -1.5265 2.8239 -5.6393
C 2.8588 1.5902 -0.4331
H 5.0355 -4.3251 1.1424
H 0.7077 -3.6322 0.3482
H -4.9209 -0.1982 3.6062
B 1.7209 2.5271 0.2305
H 0.3357 -0.9616 -3.1575
H -1.8821 5.7106 -0.6005
O 5.0776 -3.5332 -0.7084
C -1.8416 2.1228 -0.5239
C -0.0806 2.3050 4.0486
C 3.7971 -5.5071 -0.1543
H -1.8072 0.4861 1.4674
C -3.1391 2.4348 0.2266
C 1.4602 -3.0893 3.8945
C 4.3547 -0.3548 0.3591
N -1.4472 4.8465 -0.8777
H -6.8153 -2.5694 1.6262
C -4.5955 0.3916 2.7587
O -6.4292 -0.7041 0.0625
H 4.8082 1.7577 0.4465
H -7.6076 -1.3847 2.6288
H -3.8830 0.4449 0.0494
H 2.7014 -1.0378 2.4634
H 3.7432 -6.3831 0.4950
H -2.5663 3.6515 -7.3446
C -4.2608 1.4565 -0.0829
C -0.5122 5.1014 -1.9725
C -0.6057 1.6660 -5.2859
H 1.7478 -2.9556 -0.9546
Si -0.4792 -1.9089 -1.0496
H 0.4742 -4.1314 -1.3176
C -0.6243 2.7186 0.1566
H 0.1617 4.7103 0.4745
H -0.1111 6.1189 -1.9778
O -0.8449 1.6654 4.7696
H 0.3275 1.7361 -5.8530
H -6.3979 1.7783 0.2894
C 5.0552 -4.6946 0.1153
O 3.7903 -2.5362 3.3741
H -2.9340 -1.6404 -0.7373
C -0.4682 -1.6526 -2.9140
H 5.0935 -3.8133 -1.6285
C -0.7634 0.5879 1.7648
O 0.5143 2.5001 -0.6183
C 0.0014 -0.5285 1.0968
H 2.3880 0.7224 -0.8955
H -2.4106 1.8862 -7.3871
C 3.4536 -1.7851 2.2051
H 2.9074 -4.8970 0.0067
H 3.2216 -4.1279 4.4830
C -0.2281 2.0163 1.5357
H 5.4679 -1.8001 1.5438
H 2.8536 -4.2786 2.7857
H -0.2725 -2.5949 -3.4176
H -2.9218 2.3448 1.2941
H -1.0130 2.9180 -7.7366
N -5.7158 0.5875 1.8360
H -5.9369 -1.8689 3.0128
H 4.9915 -0.3345 2.4022
H 3.6015 1.2317 1.5948
H -4.5990 1.5484 -1.1105
H -1.0218 4.9336 -2.9173
C -5.4779 1.6465 0.8460
H 5.2750 -0.3609 -0.2201
H -2.5225 -3.3497 -1.0816
C -1.9061 2.8144 -7.1136
C 0.7506 -3.2896 -0.6827
I 1.9615 2.5176 4.7196
H -0.4632 -1.4614 1.4454
C 2.8767 -3.5639 3.6191
H -1.0717 0.7040 -5.5061
O -0.0437 -0.4988 -0.3337
H 1.0380 -0.5593 1.4086
H -1.5294 3.2767 2.8244
H 0.9809 -2.7159 2.9929
H -1.4250 4.5097 1.1657
H -0.1009 4.1504 -5.8040
H -1.4174 -1.2487 -3.2504
H 6.3714 -5.8622 -1.1400
C -0.4963 2.9416 2.7553
H 0.8455 -3.9100 4.2562
H 0.1315 3.8093 2.5756
C -2.2192 -2.4417 -0.5695
C -6.6451 -1.6816 2.2197
H 2.1127 3.6524 0.5779
H -2.2563 -2.6643 0.4985
C 4.6653 -1.0753 1.6746
H 0.3236 4.4130 -1.9472
C -6.2234 -0.5779 1.2669
H 3.3635 2.1503 -1.2251
H -2.4299 2.7652 -5.0309
H -3.4495 3.4627 0.0597
C -0.8111 4.2477 0.3040
O -0.9104 4.0610 -5.2927
C 6.3137 -5.5224 -0.1017
H 3.7780 -5.8462 -1.1944
H -0.3485 1.6934 -4.2265
H -5.3235 2.5624 1.4148
H 3.0436 -2.4731 1.4601
C 3.9365 1.1164 0.5632
H -0.7475 0.3542 2.8266
H 1.4458 -2.2998 4.6405
H -4.2810 1.3465 3.1654
O 1.1714 1.8938 1.5109
H -1.8949 2.4454 -1.5583
H 6.3300 -6.3986 0.5488
H 3.5809 -0.8655 -0.2068
H 7.2026 -4.9234 0.0977
H -3.7324 -0.0790 2.2960
```

Summary:
Energy, Ha: -2545.01544
E_HOMO, eV: -4.568
E_LUMO, eV: 2.40
Charge: -1

Look up the energy of the first one.
-2082.17877 Ha

The highest energy belongs to which entry?
C31H66N2O10